One molecule with the formula C4H7NO2 in a non-equilibrium geometry. Source: OMol25; level of theory: the ωB97M-V functional and the def2-TZVPD basis.

Relative energy (zero: lowest compared OMol25 entry of this formula, charge and spin) ... 287.6 kJ/mol
E_HOMO ... -9.83 eV
Lowest unoccupied orbital energy ... 0.19 eV
SMILES ... [H]/N=C(\C)OCC=O
HOMO-LUMO gap ... 10.01 eV
Strongest force on any atom ... 1.40 eV Å⁻¹

Geometry as ORCA input:
```
! wB97M-V def2-TZVPD RIJCOSX def2/J DEFGRID3
* xyz 0 1
O 1.0303 0.8915 -0.9652
O 0.2586 -0.4646 1.1431
N -0.7888 1.4967 1.2874
C 1.5922 -0.7509 0.5837
C -1.5123 0.0079 -0.5623
C 1.4257 -0.2408 -0.8105
C -0.6001 0.4751 0.5709
H -1.7344 0.7869 -1.3051
H -1.1401 -0.8681 -1.1010
H 1.9115 -1.8159 0.5979
H 1.4340 -0.9576 -1.6498
H -2.4509 -0.2723 -0.0769
H 2.2776 -0.1734 1.2070
H -1.7033 1.8854 1.0808
*
```



A 2-piece molecular cluster, C4H7NO2 overall. Source: OMol25; level of theory: the ωB97M-V functional and the def2-TZVPD basis.

Relative energy (zero: lowest compared OMol25 entry of this formula, charge and spin) ... 419.7 kJ/mol
E_HOMO ... -8.06 eV
Lowest unoccupied orbital energy ... -0.17 eV
HOMO-LUMO gap ... 7.89 eV
Strongest force on any atom ... 0.65 eV Å⁻¹

Geometry as ORCA input:
```
! wB97M-V def2-TZVPD RIJCOSX def2/J DEFGRID3
* xyz 0 1
O -2.0348 2.0406 -0.3794
O 0.9843 -1.2751 0.3201
N 1.8828 0.4252 -0.8772
C -0.7684 -1.3424 1.1231
C 0.8275 -0.2188 -0.3510
C -0.5242 0.2323 -0.4825
C -0.9038 1.5957 -0.2652
H 1.7504 1.1081 -1.6054
H -1.1474 -0.3997 -1.1071
H -0.0733 2.2509 0.0958
H -0.5193 -0.6816 1.9405
H -1.8102 -1.2643 0.8285
H -0.4788 -2.3772 1.2713
H 2.8167 0.0797 -0.7188
*
```



C4H7NO2 as an isolated structure. Source: OMol25; level of theory: the ωB97M-V functional and the def2-TZVPD basis.

Relative energy (zero: lowest compared OMol25 entry of this formula, charge and spin) ... 483.2 kJ/mol
E_HOMO ... -9.07 eV
Lowest unoccupied orbital energy ... -0.10 eV
HOMO-LUMO gap ... 8.96 eV
Strongest force on any atom ... 0.87 eV Å⁻¹

Geometry as ORCA input:
```
! wB97M-V def2-TZVPD RIJCOSX def2/J DEFGRID3
* xyz 0 1
O 0.6738 0.0754 0.9167
O -2.8428 1.3924 0.4667
N -0.5995 -0.6371 -1.2272
C 0.4857 -0.7940 -0.7693
C -0.4194 0.5381 1.3635
C -1.7156 1.3233 0.0513
C 1.8522 -1.3295 -0.8569
H -0.4032 1.5737 1.7350
H -1.2007 0.1907 -0.3638
H -1.1626 -0.1186 1.8418
H -1.2411 2.1429 -0.5395
H 2.0755 -1.9057 0.0423
H 2.5562 -0.4961 -0.9133
H 1.9414 -1.9556 -1.7472
*
```



One molecule with the formula C4H7NO2. Source: OMol25; level of theory: the ωB97M-V functional and the def2-TZVPD basis.

Relative energy (zero: lowest compared OMol25 entry of this formula, charge and spin) ... 7.0 kJ/mol
E_HOMO ... -10.05 eV
Lowest unoccupied orbital energy ... 0.79 eV
SMILES ... C[C@H]1CNC(=O)O1
HOMO-LUMO gap ... 10.84 eV
Strongest force on any atom ... 0.49 eV Å⁻¹

Geometry as ORCA input:
```
! wB97M-V def2-TZVPD RIJCOSX def2/J DEFGRID3
* xyz 0 1
O -2.3009 -0.6073 -1.7678
O -1.2128 0.6448 -0.2402
N 0.0214 -0.5384 -1.6566
C 0.9162 -0.3192 -0.5414
C 0.1181 0.7081 0.2836
C -1.2727 -0.2237 -1.2764
C 0.0564 0.3652 1.7548
H -0.3359 -0.6519 1.8592
H 0.4855 1.7249 0.1160
H 0.1019 -1.3575 -2.2388
H -0.6060 1.0479 2.2930
H 1.9062 0.0357 -0.8384
H 1.0533 0.4089 2.2032
H 1.0692 -1.2375 0.0496
*
```